[1]
C40H103F5O14P | the ωB97M-V functional and the def2-TZVPD basis

Each line ends with the Löwdin charge.
Cartesian coordinates (Å):
F -0.3101 1.0344 -2.0953  0.15
C 0.5496 0.9634 -1.0854  -0.56
F 1.2034 2.1335 -1.0208  0.13
F 1.4743 0.0371 -1.4572  0.08
C -0.1042 0.6157 0.2737  -0.45
F 0.0706 -0.7474 0.4137  0.01
F 0.7493 1.1650 1.2152  0.00
P -1.9611 1.1799 0.6323  0.58
O -2.5419 0.1406 -0.6540  -0.34
C -3.7942 0.6354 -1.0516  -0.29
C -4.4958 0.8351 0.2659  -0.29
O -3.5974 1.6273 1.0149  -0.36
H -1.8587 2.2600 -0.3105  0.03
H -1.4760 1.9902 1.7108  0.00
H -2.0553 0.0315 1.5125  0.03
H -3.6683 1.6120 -1.5422  0.10
H -4.2902 -0.0570 -1.7317  0.11
H -4.5916 -0.1422 0.7462  0.10
H -5.4749 1.3138 0.1824  0.11
C -7.0708 -2.9538 -2.1580  -0.06
C -6.5355 -2.9383 -0.7354  -0.50
C -7.3679 -3.7887 0.2105  -0.06
O -6.4253 -1.6070 -0.2449  -0.05
H -8.0866 -2.5456 -2.1803  0.08
H -6.4418 -2.3430 -2.8047  0.08
H -7.1016 -3.9674 -2.5606  0.08
H -5.5077 -3.3084 -0.7351  0.14
H -8.3903 -3.4005 0.2641  0.08
H -6.9350 -3.7579 1.2101  0.08
H -7.4152 -4.8280 -0.1198  0.08
H -7.3046 -1.2133 -0.2269  0.09
C 1.0587 -3.4947 -2.5027  -0.04
C 0.3287 -2.7525 -3.6077  -0.49
C 1.2318 -1.7240 -4.2753  -0.04
O -0.8487 -2.1624 -3.0714  -0.04
H 1.3335 -2.7679 -1.7356  0.06
H 0.4301 -4.2576 -2.0429  0.08
H 1.9718 -3.9696 -2.8705  0.08
H -0.0252 -3.4456 -4.3763  0.12
H 1.5991 -0.9971 -3.5458  0.07
H 0.6663 -1.1828 -5.0345  0.06
H 2.0811 -2.2117 -4.7551  0.06
H -0.5594 -1.5597 -2.3736  0.07
C 4.0142 -0.3125 1.3718  -0.06
C 3.6705 -1.7224 0.9228  -0.48
C 3.7408 -1.8626 -0.5904  -0.06
O 2.3843 -2.1039 1.4051  -0.06
H 3.2996 0.4008 0.9564  0.07
H 3.9761 -0.2284 2.4578  0.08
H 5.0105 -0.0187 1.0347  0.07
H 4.3534 -2.4436 1.3803  0.13
H 3.0384 -1.1681 -1.0580  0.05
H 3.4629 -2.8749 -0.8820  0.07
H 4.7422 -1.6482 -0.9706  0.08
H 1.7216 -1.5025 1.0364  0.05
C -2.3514 -5.6861 -3.5702  -0.05
C -3.0378 -6.4424 -4.6933  -0.50
C -2.0359 -6.9715 -5.7088  -0.07
O -4.0250 -5.6314 -5.3289  -0.05
H -1.8114 -4.8241 -3.9707  0.06
H -3.0793 -5.3117 -2.8513  0.08
H -1.6346 -6.3192 -3.0445  0.08
H -3.6069 -7.2791 -4.2813  0.13
H -1.4877 -6.1397 -6.1605  0.08
H -2.5456 -7.5174 -6.5029  0.07
H -1.3099 -7.6351 -5.2365  0.08
H -3.5840 -4.8491 -5.6797  0.09
C 0.1900 0.3857 5.2849  -0.05
C -0.7504 -0.7957 5.1064  -0.51
C 0.0113 -2.0959 4.8809  -0.05
O -1.6772 -0.5752 4.0595  -0.06
H 0.7792 0.5275 4.3739  0.08
H -0.3784 1.2983 5.4623  0.08
H 0.8666 0.2346 6.1260  0.06
H -1.3742 -0.9000 6.0000  0.12
H 0.6126 -2.0270 3.9703  0.08
H -0.6934 -2.9202 4.7584  0.06
H 0.6762 -2.3266 5.7164  0.07
H -1.2120 -0.4306 3.2236  0.05
C 2.2287 6.9606 1.4376  -0.06
C 1.2152 5.8424 1.2370  -0.48
C 1.8883 4.4947 1.0476  -0.05
O 0.3471 6.1481 0.1485  -0.04
H 2.8717 7.0495 0.5562  0.08
H 1.7212 7.9149 1.5830  0.06
H 2.8648 6.7668 2.3035  0.08
H 0.5546 5.7973 2.1053  0.14
H 2.5147 4.5164 0.1483  0.08
H 1.1539 3.7006 0.9329  0.08
H 2.5247 4.2556 1.9021  0.09
H 0.8747 6.1511 -0.6577  0.09
C 6.1636 4.5930 1.0809  -0.06
C 5.7480 3.1868 0.6774  -0.50
C 5.7959 2.9880 -0.8298  -0.05
O 4.4608 2.8663 1.1876  -0.06
H 5.4804 5.3256 0.6413  0.07
H 6.1303 4.7037 2.1644  0.08
H 7.1732 4.8221 0.7355  0.08
H 6.4132 2.4640 1.1566  0.13
H 5.1011 3.6756 -1.3206  0.08
H 5.5032 1.9705 -1.0879  0.07
H 6.7960 3.1776 -1.2237  0.08
H 3.8175 3.4685 0.7949  0.02
C 4.8166 -2.4978 -6.7491  -0.06
C 4.0511 -3.8010 -6.5856  -0.51
C 4.6626 -4.9300 -7.3995  -0.06
O 2.6750 -3.6243 -6.9098  -0.06
H 4.7974 -2.1804 -7.7961  0.08
H 4.3630 -1.7118 -6.1460  0.07
H 5.8592 -2.6112 -6.4488  0.08
H 4.0417 -4.0819 -5.5299  0.14
H 4.6404 -4.6792 -8.4643  0.08
H 4.1010 -5.8522 -7.2541  0.08
H 5.7013 -5.1039 -7.1150  0.08
H 2.6098 -3.3679 -7.8365  0.09
C -0.1726 1.6630 -5.8132  -0.06
C -0.9590 0.9716 -6.9106  -0.50
C -0.0489 0.4526 -8.0146  -0.06
O -1.9628 1.8320 -7.4512  -0.05
H 0.3661 2.5262 -6.2187  0.08
H -0.8398 2.0164 -5.0274  0.08
H 0.5497 0.9968 -5.3429  0.06
H -1.5158 0.1360 -6.4824  0.14
H 0.4891 1.2850 -8.4792  0.08
H -0.6310 -0.0519 -8.7862  0.08
H 0.6883 -0.2472 -7.6164  0.07
H -1.5168 2.6008 -7.8231  0.08
C -2.2363 -6.2145 2.9666  -0.07
C -3.1291 -5.2819 2.1602  -0.51
C -2.3137 -4.2431 1.4116  -0.05
O -4.1149 -4.6745 2.9934  -0.06
H -1.6746 -5.6403 3.7089  0.07
H -2.8321 -6.9627 3.4906  0.07
H -1.5179 -6.7243 2.3227  0.08
H -3.7177 -5.8715 1.4524  0.13
H -1.7390 -3.6269 2.1087  0.08
H -2.9623 -3.5742 0.8460  0.08
H -1.6152 -4.7165 0.7196  0.08
H -3.6720 -4.0896 3.6192  0.09
C 1.9250 9.8562 4.2508  -0.07
C 0.5827 10.3569 4.7561  -0.50
C -0.5594 9.9181 3.8551  -0.06
O 0.5941 11.7779 4.9122  -0.06
H 2.1284 10.2622 3.2553  0.08
H 2.7296 10.1704 4.9154  0.08
H 1.9338 8.7683 4.1768  0.07
H 0.4127 9.9776 5.7658  0.14
H -0.4220 10.3250 2.8488  0.08
H -1.5121 10.2781 4.2419  0.08
H -0.6050 8.8318 3.7720  0.08
H 0.7361 12.1637 4.0407  0.08
C -0.9248 1.4540 10.7226  -0.07
C -0.9970 0.8634 9.3227  -0.50
C -1.3804 -0.6072 9.3475  -0.05
O 0.2294 1.0585 8.6237  -0.06
H -0.1628 0.9331 11.3104  0.08
H -0.6591 2.5097 10.6779  0.08
H -1.8788 1.3549 11.2425  0.08
H -1.7301 1.4183 8.7341  0.14
H -0.6297 -1.1807 9.9003  0.08
H -1.4365 -1.0048 8.3349  0.06
H -2.3454 -0.7554 9.8340  0.08
H 0.9195 0.5770 9.0936  0.09

Calculated values
highest occupied orbital energy: -0.1845 Eh
orbital gap: 7.0 eV
F_max: 0.021 Eh/bohr
relative energy (zero: lowest compared OMol25 entry of this formula, charge and spin): 0.0 kJ/mol
total charge: -1

---

[2]
C33H75BCaF4N9O9 | the ωB97M-V functional and the def2-TZVPD basis

Each line ends with the Löwdin charge.
Cartesian coordinates (Å):
Ca 14.6435 16.5425 11.5473  1.56
B 14.7059 13.6423 12.1967  -1.25
F 14.2021 13.1035 13.3549  0.17
F 15.3607 12.7517 11.4121  0.19
F 13.6386 14.3819 11.4689  -0.03
F 15.5590 14.7516 12.5365  -0.02
C 10.5723 11.7021 13.3292  -0.04
C 9.6383 11.0164 12.3584  -0.49
C 10.2214 11.1438 10.9745  -0.16
C 9.5310 10.2228 9.9079  -0.14
C 9.4658 8.7314 10.3683  -0.12
C 8.8897 8.6480 11.7701  -0.52
N 9.6747 9.5185 12.5856  -0.06
O 9.2436 9.3855 13.9312  -0.03
C 7.2930 8.7583 11.6989  0.01
C 9.1710 7.1988 12.2119  -0.03
C 8.2820 11.7602 12.3049  -0.02
H 10.6980 12.7813 13.2377  0.06
H 11.5766 11.2222 13.2387  0.09
H 10.3508 11.6354 14.3924  0.07
H 10.1473 12.1800 10.6923  0.11
H 11.2229 10.8336 10.9785  0.08
H 10.1590 10.2372 8.9918  0.08
H 8.5690 10.6879 9.6264  0.10
H 10.4814 8.3294 10.2832  0.10
H 8.8660 8.2333 9.5982  0.13
H 7.0337 7.7643 11.4153  0.07
H 6.8978 8.9469 12.7083  0.08
H 6.9969 9.5006 10.9549  0.07
H 8.4535 6.8576 12.9813  0.09
H 9.1013 6.5431 11.3636  0.08
H 10.1648 7.0770 12.6432  0.08
H 7.5817 11.6059 13.1473  0.09
H 7.6302 11.5591 11.4465  0.07
H 8.4480 12.8435 12.2223  0.07
H 8.2723 9.5360 13.8966  0.09
C 12.9698 10.1545 7.2577  -0.31
O 13.6614 9.3724 6.5836  -0.01
N 13.4754 11.2707 7.8427  -0.19
C 12.6406 12.1790 8.6268  -0.03
C 14.8911 11.5192 7.7968  -0.05
H 11.9241 10.0250 7.3863  0.11
H 11.6011 11.8213 8.4825  0.08
H 12.7626 13.1622 8.1822  0.09
H 12.9229 12.1636 9.6811  0.08
H 15.3254 11.7060 8.8006  0.09
H 15.3254 10.6078 7.3961  0.08
H 15.1766 12.3136 7.0574  0.09
C 13.1103 12.5414 16.4408  -0.27
O 14.1809 11.9052 16.5169  -0.03
N 12.3331 12.8021 17.5594  -0.20
C 11.0537 13.4466 17.4657  -0.08
C 12.6490 12.1155 18.8127  -0.05
H 12.7260 12.8395 15.4665  0.11
H 10.9776 13.9327 16.4817  0.07
H 10.9903 14.2441 18.2192  0.09
H 10.1634 12.7952 17.5855  0.10
H 12.8734 12.8426 19.6400  0.10
H 11.8501 11.4294 19.0895  0.09
H 13.5690 11.5215 18.6765  0.09
C 17.9826 17.0684 12.4323  -0.29
O 16.9977 17.3042 11.7256  -0.12
N 18.6552 18.0138 13.0986  -0.17
C 19.8109 17.5568 13.8823  -0.01
C 18.3212 19.3849 12.8607  -0.04
H 18.3069 16.0404 12.5747  0.11
H 19.7354 16.5078 14.1209  0.06
H 19.9207 18.1258 14.7946  0.09
H 20.6990 17.6540 13.2510  0.10
H 18.3942 19.9347 13.8309  0.10
H 19.1460 19.8323 12.2504  0.11
H 17.3734 19.4342 12.3381  0.08
C 12.8275 7.4635 10.5821  -0.35
O 12.2051 6.4022 10.6166  0.00
N 13.5891 7.9683 11.5920  -0.16
C 14.0337 9.3615 11.5377  -0.07
C 13.6252 7.3216 12.9565  -0.02
H 12.8886 8.1328 9.6763  0.13
H 15.0920 9.5116 11.7603  0.09
H 13.4427 10.0789 12.1469  0.08
H 13.8688 9.7499 10.5220  0.07
H 12.7006 7.5363 13.5492  0.09
H 13.7633 6.2430 12.8841  0.08
H 14.4773 7.7691 13.5101  0.08
C 11.4489 16.1654 11.6541  -0.33
O 12.3028 16.8742 11.1555  -0.10
N 10.5352 16.5948 12.5313  -0.16
C 9.7114 15.5989 13.3295  0.00
C 10.5406 17.9630 13.0421  -0.02
H 11.3473 15.1079 11.3996  0.14
H 9.5803 14.7151 12.7101  0.06
H 8.6944 15.9939 13.3963  0.10
H 10.2045 15.4360 14.2781  0.08
H 11.3818 18.4498 12.5870  0.07
H 9.6314 18.4735 12.6885  0.10
H 10.6301 17.8843 14.1525  0.10
C 17.8486 13.1630 13.3978  -0.30
O 18.4200 14.0385 12.7344  -0.02
N 17.8209 13.1237 14.7518  -0.18
C 17.3896 11.9050 15.4308  -0.02
C 18.3937 14.1674 15.5247  -0.06
H 17.3055 12.2982 13.0209  0.13
H 18.2430 11.5371 15.9545  0.09
H 17.0937 11.1839 14.6994  0.08
H 16.5175 12.0884 16.0610  0.07
H 18.3822 13.7627 16.5443  0.09
H 19.4201 14.3929 15.2535  0.08
H 17.7983 15.1247 15.4778  0.10
C 14.4430 18.4452 14.6382  -0.25
O 14.5080 17.7454 13.5905  -0.15
N 14.3085 17.9238 15.8734  -0.17
C 13.8696 18.7977 16.9912  -0.01
C 14.1660 16.5181 16.0504  -0.04
H 14.5247 19.5940 14.6110  0.17
H 14.0351 19.8464 16.8661  0.08
H 14.4172 18.4891 17.8742  0.09
H 12.8270 18.6381 17.1898  0.09
H 13.1108 16.2280 15.9803  0.10
H 14.7396 15.9458 15.3160  0.09
H 14.4849 16.1290 17.0218  0.10
C 15.7231 15.6484 8.3639  -0.28
O 15.0537 15.9078 9.3831  -0.16
N 16.8912 15.0387 8.4139  -0.14
C 17.4363 14.4376 7.2007  -0.04
C 17.4283 14.4009 9.6806  0.02
H 15.3658 15.9025 7.3653  0.15
H 16.8994 14.8368 6.3174  0.10
H 17.2877 13.3689 7.2365  0.08
H 18.4460 14.8163 7.1181  0.09
H 16.9434 14.8636 10.5326  0.04
H 17.1919 13.3506 9.6612  0.08
H 18.5079 14.6567 9.7510  0.11

Calculated values
highest occupied orbital energy: -0.3865 Eh
orbital gap: 8.4 eV
F_max: 0.064 Eh/bohr
total charge: +1